[1]
{"formula": "C4H2OYb", "method": "ωB97M-V/def2-TZVPD", "elements": ["Yb", "O", "C", "C", "C", "C", "H", "H"], "positions_angstrom": [[2.41772, -0.52907, 2.07719], [0.28670, -0.80274, 0.86194], [-3.91875, 0.34932, -0.36433], [-0.38433, -0.19999, -0.02056], [-3.01522, -0.52191, -0.38360], [-1.73200, -0.28076, -0.16443], [0.10190, 0.45702, -0.76913], [-4.77132, 0.98874, -0.18742]], "forces_ev_per_a": [[-1.5, -0.4, -0.8], [2.1, 0.2, 1.5], [-1.3, -0.5, 0.1], [0.4, 0.6, -1.0], [1.5, 2.5, 0.5], [-1.4, -1.9, -0.4], [0.1, -0.3, 0.3], [0.1, -0.3, -0.2]], "spin_multiplicity": 3, "s_squared": 2.056, "e_above_lowest_kcal_mol": 0.0, "orbital_gap_ev": [5.2770, 8.3625], "charge": 2, "e_lumo_ev": [-10.24, -10.29]}

=====

[2]
{"formula": "C35H55CaN4OP2", "method": "ωB97M-V/def2-TZVPD", "elements": ["Ca", "P", "P", "O", "N", "N", "N", "N", "C", "C", "C", "C", "C", "C", "C", "C", "C", "C", "C", "C", "C", "C", "C", "C", "C", "C", "C", "C", "C", "C", "C", "C", "C", "C", "C", "C", "C", "C", "C", "C", "C", "C", "C", "H", "H", "H", "H", "H", "H", "H", "H", "H", "H", "H", "H", "H", "H", "H", "H", "H", "H", "H", "H", "H", "H", "H", "H", "H", "H", "H", "H", "H", "H", "H", "H", "H", "H", "H", "H", "H", "H", "H", "H", "H", "H", "H", "H", "H", "H", "H", "H", "H", "H", "H", "H", "H", "H", "H"], "positions_angstrom": [[-0.57250, 0.00298, 0.61233], [0.56713, -2.69826, 0.81288], [0.32118, 2.66606, -0.10093], [2.70117, 0.76772, 2.30527], [-1.05382, 0.46962, 3.00587], [-2.15514, -0.32861, -1.19964], [0.26258, -0.37694, 8.18164], [1.31584, -0.28280, -1.02625], [-1.69575, 1.37272, -4.29828], [-0.37175, -3.85231, -0.41137], [-0.09325, -3.44012, -1.86841], [-2.53391, 0.16776, -3.79500], [-1.46839, 3.58697, -0.20207], [-0.52719, 0.12810, 5.73818], [-4.02912, 0.43231, -4.04237], [2.15373, -1.31333, -1.12907], [1.05385, -3.55453, 2.44143], [3.09107, -1.39924, -2.14105], [-1.66793, -0.50896, 3.72295], [2.97002, -0.54463, -3.23352], [3.11864, 2.99893, -0.57280], [-1.40680, -0.73102, 5.07377], [1.72716, 0.64467, 1.70525], [-1.88217, -3.68298, -0.12275], [-2.54801, 2.73356, 0.50237], [2.15932, -2.41214, -0.04285], [-1.80847, -1.06793, -4.35749], [-2.46845, -0.03761, -2.30937], [-1.92261, 3.79235, -1.64438], [1.86484, 3.84910, -0.25531], [1.33660, 0.72309, -1.98096], [-0.21360, -4.10954, 3.11245], [2.07970, -4.67584, 2.20281], [-0.11139, -0.14047, 7.09720], [1.68939, -2.49315, 3.36442], [-0.04699, 1.24690, 5.04641], [-1.34935, 4.91412, 0.54316], [2.00384, 4.53986, 1.10693], [-0.34979, 1.40666, 3.69663], [0.71617, 2.00704, -1.70562], [1.56029, 4.79224, -1.42828], [0.02067, -5.32421, -0.23114], [2.02943, 0.46928, -3.19499], [-1.91657, -1.16117, -5.44182], [-4.24548, 0.59334, -5.10311], [-2.11199, -2.01245, -3.88080], [-0.24538, -5.72456, 0.75772], [-0.92812, -3.30294, 3.33673], [-2.32718, 5.41669, 0.60036], [-1.01564, 4.75032, 1.57313], [-2.23776, -2.67370, -0.38057], [2.51352, -3.33808, -0.51112], [0.94867, -3.64824, -2.14901], [-0.61409, 1.22785, -4.15077], [0.98574, -1.67859, 3.58909], [2.37129, -5.08844, 3.17915], [2.08571, 3.77729, 1.90059], [-0.70504, -4.88669, 2.50947], [-4.64776, -0.38737, -3.62572], [-4.32960, 1.36179, -3.50531], [-0.66331, 5.61572, 0.06424], [0.59462, 1.94877, 5.56990], [-1.85362, -1.59823, 5.56896], [1.37219, 4.18972, -2.33260], [-0.30742, -2.37331, -2.04020], [-2.15200, 2.83043, -2.11906], [-0.52534, -5.93193, -0.97339], [0.15840, 2.45386, -2.52724], [-1.85438, 1.49924, -5.37954], [2.43913, 5.42540, -1.62785], [2.93152, -2.14300, 0.69176], [1.94810, -2.98043, 4.32037], [1.67378, -5.50818, 1.61921], [-3.47466, 3.32524, 0.60810], [0.69041, 5.44800, -1.25979], [2.99394, -4.31334, 1.71421], [2.92879, 5.13424, 1.11805], [0.00526, 2.30517, 3.17143], [-1.19478, 4.32475, -2.26941], [3.09136, 2.63843, -1.61184], [-2.45838, -4.39563, -0.73449], [-2.82289, 1.83328, -0.06985], [0.08011, -4.57700, 4.06421], [-0.73690, -4.02789, -2.54721], [-2.25029, 2.41832, 1.51169], [1.09019, -5.48317, -0.42280], [3.19575, 2.14193, 0.11284], [-2.86529, 4.37048, -1.67349], [1.83026, 1.11069, -4.07904], [1.15016, 5.20143, 1.32789], [-1.91707, 2.34098, -3.83850], [2.61757, -2.06782, 2.95138], [-2.41022, -1.10376, 3.16418], [3.65138, -0.67628, -4.06198], [3.84148, -2.14905, -2.02729], [-0.73551, -0.92612, -4.12886], [-2.13698, -3.87546, 0.93018], [4.02808, 3.61201, -0.46028]], "forces_ev_per_a": [[0.7, 0.4, -0.7], [-0.5, 0.1, -0.2], [0.3, 0.2, -0.9], [-2.3, 0.0, -1.6], [-0.6, 0.5, 1.2], [-1.7, 1.2, -4.1], [-0.9, 0.6, -2.6], [-0.5, 0.4, 0.4], [0.4, 0.5, 0.1], [-0.1, -0.1, 0.6], [0.1, 0.1, 0.1], [0.0, 0.7, 0.5], [0.9, -0.1, -0.2], [-0.1, 0.0, -0.5], [-0.5, -0.1, 0.1], [0.7, -0.2, 0.3], [0.1, -0.1, -0.7], [-0.5, -0.3, 0.7], [0.5, 0.6, -0.3], [-0.4, 0.6, 0.1], [-0.3, 0.1, 0.0], [-0.2, -0.3, -0.2], [2.5, -0.4, 1.9], [0.0, 0.0, 0.0], [0.2, -0.1, 0.0], [0.5, 0.4, -0.5], [0.1, -0.6, 0.2], [2.7, -0.8, 3.4], [-0.3, 0.2, -0.2], [-1.2, 0.4, 0.8], [-1.2, 1.1, 0.8], [0.2, -0.1, 0.1], [0.0, -0.2, 0.3], [0.8, -0.5, 2.2], [0.0, -0.1, 0.0], [0.0, -0.1, 0.1], [-0.2, 0.2, 0.2], [0.4, 0.3, -0.2], [-0.1, -0.7, 0.2], [-1.6, -2.9, -0.7], [0.4, 0.2, 0.0], [-0.2, -0.3, -0.3], [0.1, -0.1, -1.0], [-0.1, 0.2, 0.2], [0.1, -0.2, 0.2], [-0.1, 0.3, -0.3], [0.2, 0.2, -0.4], [0.1, -0.3, -0.1], [0.1, -0.2, -0.1], [0.0, 0.1, -0.1], [0.2, -0.3, 0.1], [-0.1, 0.1, 0.1], [-0.3, 0.2, 0.0], [-0.5, -0.2, 0.0], [0.2, -0.1, -0.1], [0.0, 0.1, -0.2], [0.0, 0.3, -0.2], [0.1, 0.3, 0.2], [0.2, 0.4, -0.5], [0.3, -0.6, -0.4], [-0.1, -0.2, 0.1], [-0.1, 0.0, -0.2], [0.1, 0.4, -0.1], [0.2, 0.3, 0.3], [0.1, -0.3, 0.0], [0.2, 0.2, 0.3], [0.1, 0.2, 0.2], [0.7, 0.1, -0.1], [-0.1, -0.3, 0.3], [-0.2, -0.1, 0.0], [-0.2, 0.0, 0.0], [-0.1, 0.2, -0.3], [0.1, 0.3, 0.2], [0.3, -0.2, -0.1], [0.5, -0.2, 0.0], [-0.2, -0.1, 0.1], [-0.2, 0.0, 0.2], [-0.1, -0.7, -0.1], [-0.1, -0.1, 0.2], [0.0, 0.1, 0.5], [0.2, 0.2, 0.1], [0.2, 0.2, 0.1], [-0.1, 0.1, -0.2], [0.2, 0.1, 0.3], [0.0, 0.2, -0.1], [-0.2, 0.0, 0.1], [0.1, 0.2, -0.3], [0.3, -0.1, 0.1], [0.4, -0.3, 0.8], [0.4, -0.3, -0.1], [-0.3, -0.4, -0.1], [-0.3, -0.1, 0.1], [0.6, 0.0, 0.4], [-0.2, 0.1, -0.2], [0.4, -0.4, -0.4], [-0.5, -0.2, -0.2], [0.1, 0.0, -0.2], [-0.4, 0.0, 0.1]], "e_above_lowest_kcal_mol": 9.5, "orbital_gap_ev": 4.9465, "charge": 1, "e_lumo_ev": -3.52}

=====

[3]
{"formula": "C4H11N2O2", "method": "ωB97M-V/def2-TZVPD", "elements": ["O", "O", "N", "N", "C", "C", "C", "C", "H", "H", "H", "H", "H", "H", "H", "H", "H", "H", "H"], "positions_angstrom": [[2.27452, 1.41330, -0.03746], [0.47888, -0.09758, -0.80489], [-1.67064, -1.24914, 0.33843], [-0.61971, 0.61809, -0.53293], [-1.71942, 0.05875, -0.05722], [1.82587, 0.22157, 0.31057], [2.76985, -0.88887, 0.14954], [-2.92520, 0.87072, 0.02008], [2.10110, -1.83122, 0.21039], [1.19587, 0.35025, 1.25073], [3.03280, 1.15297, -0.68298], [-2.38057, -1.75855, 0.80086], [3.22787, -0.96895, -0.84253], [-2.75006, 1.90495, 0.05383], [3.58565, -0.88372, 0.83094], [-3.40816, 0.51825, 0.93812], [-0.87881, -1.72803, -0.08322], [-3.53560, 0.72836, -1.03213], [-0.60423, 1.56886, -0.83012]], "forces_ev_per_a": [[2.4, -0.5, -2.0], [1.7, -0.8, 0.8], [1.5, 2.4, -1.8], [-0.4, -0.9, 0.6], [1.3, -1.3, 0.3], [-2.8, 1.2, 0.9], [-2.3, -2.9, -1.1], [-2.0, -1.5, -2.0], [1.6, 1.1, 0.3], [0.9, -0.7, -1.1], [-1.6, 1.6, 1.2], [-0.9, -0.1, 0.1], [-0.3, 0.5, -0.1], [0.5, 1.4, 0.3], [0.3, 0.0, 1.0], [-0.8, 0.4, -0.5], [-0.2, -0.2, 0.5], [1.1, -0.1, 2.9], [-0.2, 0.7, -0.3]], "e_above_lowest_kcal_mol": 72.3, "orbital_gap_ev": 10.7530, "charge": 1, "e_lumo_ev": -3.11}

=====

One value per record, in order, for energy: -1386.682944, -3021.056905, -418.684649 Eh.